Entry 1:
Here is a molecular structure, C58H53AsORuSSb2 from the Open Molecules 2025 dataset. Energies are from ωB97M-V with the def2-TZVPD basis set.

Structure (XYZ):
```
117
Properties=species:S:1:pos:R:3:forces:R:3
Ru 0.4543 0.5884 -0.0657 -0.48 0.17 -0.03
C 1.9325 1.7963 3.1330 -0.09 0.00 0.18
C 2.5615 2.2489 1.8182 0.02 0.11 -0.08
C 3.0563 1.1122 0.9162 0.06 -0.18 0.05
Sb 3.0300 1.5858 -1.2220 0.20 0.09 -0.08
C 3.1520 -0.4024 -1.9744 0.03 -0.02 -0.02
C 4.0812 -1.3232 -1.4911 0.01 0.02 0.03
C 4.1837 -2.5816 -2.0647 -0.01 -0.02 -0.02
C 3.3629 -2.9311 -3.1305 0.01 0.00 0.00
C 2.4343 -2.0242 -3.6177 0.01 0.01 0.01
C 2.3310 -0.7653 -3.0392 -0.04 0.01 -0.01
C 5.0956 2.0484 -1.3984 0.01 0.00 0.03
C 5.7759 1.6813 -2.5547 0.00 -0.01 -0.03
C 7.1235 1.9820 -2.6900 0.02 0.00 0.00
C 7.7930 2.6518 -1.6754 0.01 0.00 -0.01
C 7.1154 3.0239 -0.5238 0.00 0.00 0.00
C 5.7666 2.7254 -0.3863 -0.01 0.03 0.02
Sb 0.2455 0.5119 2.7710 0.19 -0.16 -0.24
C -1.1600 1.0874 4.2341 0.01 0.02 0.02
C -1.4000 2.4342 4.4926 -0.02 0.03 -0.03
C -2.3386 2.8022 5.4470 -0.02 -0.01 -0.01
C -3.0427 1.8258 6.1389 0.00 -0.01 -0.01
C -2.8087 0.4821 5.8784 0.01 0.00 0.01
C -1.8671 0.1097 4.9279 -0.03 -0.02 0.01
C 0.9435 -1.3414 3.4990 -0.06 0.05 0.20
C 0.7502 -2.4893 2.7396 -0.04 -0.03 -0.04
C 1.1997 -3.7197 3.2009 -0.01 0.00 0.02
C 1.8423 -3.8043 4.4272 0.00 -0.01 -0.01
C 2.0306 -2.6620 5.1949 -0.01 0.00 0.01
C 1.5785 -1.4337 4.7362 0.03 0.01 0.00
H 1.5873 2.6616 3.7008 -0.01 -0.04 0.06
H 2.6297 1.2421 3.7629 0.05 0.01 -0.04
H 3.3969 2.9209 2.0322 0.00 -0.01 0.01
H 1.8315 2.8716 1.2860 0.00 -0.01 -0.01
H 2.4981 0.1734 1.0998 -0.01 0.02 -0.04
H 4.0804 0.8192 1.1589 0.02 0.03 -0.04
H 4.7504 -1.0533 -0.6812 0.00 0.00 -0.01
H 4.9168 -3.2858 -1.6923 0.00 0.00 0.00
H 3.4555 -3.9088 -3.5859 0.00 0.00 0.00
H 1.8038 -2.2899 -4.4573 -0.01 0.00 -0.01
H 1.6037 -0.0602 -3.4314 0.02 0.00 0.01
H 5.2693 1.1461 -3.3502 -0.01 0.00 0.00
H 7.6520 1.6908 -3.5881 0.00 0.00 0.00
H 8.8439 2.8840 -1.7831 0.00 0.00 0.00
H 7.6353 3.5479 0.2673 0.00 0.00 0.00
H 5.2510 3.0283 0.5187 0.00 0.00 0.00
H -0.8517 3.2089 3.9665 0.00 0.00 0.00
H -2.5135 3.8493 5.6560 0.00 0.00 0.00
H -3.7665 2.1126 6.8901 0.00 0.00 0.00
H -3.3482 -0.2779 6.4284 0.00 0.00 0.00
H -1.6720 -0.9424 4.7503 0.00 0.00 -0.01
H 0.2290 -2.4286 1.7914 0.00 0.01 -0.02
H 1.0382 -4.6119 2.6083 0.00 -0.01 -0.01
H 2.1913 -4.7614 4.7911 0.00 0.00 0.00
H 2.5259 -2.7297 6.1544 0.00 0.00 0.00
H 1.7205 -0.5537 5.3538 0.00 0.00 -0.01
C -0.5915 2.4604 -0.3725 -0.06 0.01 0.02
H -0.8845 2.9134 0.5787 0.01 0.05 -0.05
H 0.0295 3.1869 -0.8986 0.01 -0.03 -0.03
O 0.1885 -1.3220 -0.7500 0.08 -0.25 0.12
S -0.7155 -2.4147 -1.3439 0.04 0.12 0.06
C 0.3236 -3.8391 -1.4608 -0.06 0.02 -0.03
C 0.0652 -4.7099 -2.5099 -0.01 0.00 -0.01
C 0.8272 -5.8646 -2.6219 0.00 0.01 -0.01
C 1.8378 -6.1146 -1.7045 0.00 -0.01 -0.01
C 2.1012 -5.2144 -0.6778 0.02 0.01 0.01
C 1.3419 -4.0649 -0.5459 0.00 0.00 -0.01
C -1.7771 -2.8464 0.0312 0.01 -0.15 -0.08
C -2.4436 -1.8056 0.6681 0.00 0.06 -0.03
C -3.3016 -2.0907 1.7168 0.03 0.03 0.02
C -3.5041 -3.4082 2.1099 0.00 -0.03 0.00
C -2.8522 -4.4404 1.4523 0.00 0.01 0.02
C -1.9824 -4.1665 0.4045 0.03 -0.01 0.07
H -0.7173 -4.4918 -3.2271 -0.01 0.00 0.01
H 0.6366 -6.5609 -3.4268 0.00 0.00 0.00
H 2.4333 -7.0132 -1.7955 0.00 0.00 0.00
H 2.9073 -5.4074 0.0178 -0.01 0.00 0.01
H 1.5540 -3.3449 0.2321 -0.01 0.01 0.02
H -2.2922 -0.7777 0.3599 0.00 0.02 -0.02
H -3.8151 -1.2831 2.2233 0.00 0.00 -0.01
H -4.1760 -3.6310 2.9279 0.00 0.00 0.00
H -3.0120 -5.4657 1.7568 0.00 0.00 0.00
H -1.4621 -4.9745 -0.0919 -0.03 0.01 -0.02
C -2.4339 -1.2444 -4.4096 0.00 0.00 -0.01
C -3.3504 -1.1524 -3.3740 0.00 -0.01 0.01
C -3.2540 -0.1215 -2.4476 -0.03 -0.02 -0.02
C -2.2439 0.8282 -2.5718 -0.01 0.02 0.00
C -1.3200 0.7317 -3.6110 0.06 -0.03 0.06
C -1.4108 -0.3104 -4.5203 -0.01 0.01 0.00
As -2.2013 2.3495 -1.3880 -0.04 0.04 -0.01
C -2.3325 3.9282 -2.4667 -0.04 0.04 0.01
C -1.2102 4.2921 -3.2090 0.00 -0.03 0.00
C -1.2506 5.4247 -4.0050 0.01 0.00 0.00
C -2.4025 6.1984 -4.0516 -0.01 0.01 0.00
C -3.5106 5.8467 -3.2964 0.01 0.00 0.00
C -3.4811 4.7100 -2.5003 0.01 0.00 0.02
C -3.7082 2.1259 -0.2323 0.04 -0.08 0.00
C -3.4929 1.8897 1.1210 0.06 0.04 0.04
C -4.5683 1.6500 1.9641 -0.03 0.01 0.00
C -5.8580 1.6448 1.4532 0.01 0.00 0.02
C -6.0746 1.8648 0.0988 0.00 0.00 -0.01
C -5.0027 2.0953 -0.7491 -0.02 0.03 -0.02
H -2.5215 -2.0366 -5.1416 0.00 -0.01 0.00
H -4.1515 -1.8750 -3.2871 0.00 0.00 0.00
H -3.9857 -0.0522 -1.6525 0.05 -0.03 -0.01
H -0.5374 1.4716 -3.7300 0.01 0.01 0.01
H -0.6989 -0.3768 -5.3325 0.00 0.00 -0.01
H -0.2957 3.7105 -3.1631 0.00 0.00 -0.01
H -0.3809 5.7089 -4.5816 0.00 0.00 0.00
H -2.4307 7.0850 -4.6704 0.00 0.00 0.00
H -4.4007 6.4603 -3.3197 0.00 0.00 0.00
H -4.3442 4.4626 -1.8991 -0.04 -0.05 0.02
H -2.4918 1.8877 1.5323 0.04 0.01 0.02
H -4.3933 1.4765 3.0181 0.02 0.01 0.04
H -6.6990 1.4665 2.1101 0.00 0.00 0.00
H -7.0801 1.8514 -0.2995 0.00 0.00 0.00
H -5.1825 2.2268 -1.8090 0.01 0.06 -0.02
```
Positions in Å, forces in eV/Å.

As for the HOMO energy (alpha / beta): -0.442 / -0.467 Ha. As for the multiplicity: 5. For the total energy, the calculation gives -150367.0391 eV. Its net charge is +2. Its energy above the lowest of the compared OMol25 structures with the same formula, charge and spin is 0.00 kcal/mol.

Entry 2:
Here is 11 unconnected molecules or ions with the total composition C58H53Br4N9O18 at a distorted geometry from the Open Molecules 2025 dataset. Energies are from ωB97M-V with the def2-TZVPD basis set.

Structure (XYZ):
```
142
Properties=species:S:1:pos:R:3:forces:R:3
O -8.5831 -2.0872 -6.9006 -0.10 0.49 -0.01
N -7.5324 -2.1628 -6.3047 0.70 -1.06 0.00
O -7.1299 -3.1867 -5.7703 -0.13 0.15 0.03
C -6.6315 -1.0090 -6.2198 -0.11 0.59 -0.06
C -5.3050 -1.1729 -5.8487 -0.03 -0.78 0.35
C -4.5111 -0.0636 -5.6356 -0.95 0.00 0.03
C -5.1279 1.1767 -5.7274 0.72 1.61 -0.27
C -6.4469 1.3886 -6.1025 0.17 -1.78 -0.24
C -7.1869 0.2377 -6.4011 -0.71 0.96 0.51
H -4.9628 -2.1715 -5.6047 0.11 0.00 -0.32
H -3.4991 -0.1345 -5.2652 -0.20 -0.12 -0.34
H -4.5382 2.0698 -5.5317 -0.01 -0.28 0.13
H -6.9033 2.3631 -6.1458 0.11 0.13 0.00
H -8.2476 0.3281 -6.6033 0.09 -0.16 -0.25
O -0.1553 -7.8854 2.1986 0.64 -0.24 -0.14
N -1.0961 -7.1609 1.9771 -0.02 -0.03 0.10
O -2.0566 -7.0655 2.7033 -0.62 0.14 0.33
C -1.0828 -6.3313 0.7754 0.13 0.50 -0.43
C -2.2501 -5.7100 0.3797 -0.05 0.09 -0.77
C -2.2120 -4.9427 -0.7908 0.02 0.23 0.62
C -1.0290 -4.7374 -1.4806 -0.08 -0.51 -0.39
C 0.1259 -5.3841 -1.0595 0.27 -0.22 -0.44
C 0.0971 -6.1797 0.0531 -0.11 -0.64 1.02
H -3.1920 -5.8860 0.8754 0.09 0.04 0.22
H -3.1183 -4.4798 -1.1419 -0.22 0.02 -0.10
H -1.0501 -4.2208 -2.4326 0.07 0.25 0.13
H 1.0436 -5.4263 -1.6342 -0.09 0.54 -0.13
H 0.9668 -6.7332 0.3750 0.07 0.02 0.00
O 1.8210 6.5710 -2.2676 0.00 -0.32 0.20
N 2.4547 5.6198 -2.6800 0.54 -0.40 -1.11
O 2.8773 5.5093 -3.8241 -0.30 0.29 0.51
C 2.7719 4.4924 -1.7850 -0.30 0.03 0.34
C 2.1855 4.4659 -0.5431 -0.18 0.03 0.94
C 2.5179 3.4559 0.3577 -0.10 0.11 -0.34
C 3.3997 2.4670 -0.0215 0.71 0.21 -0.29
C 3.9824 2.4846 -1.2958 -0.92 -0.24 0.78
C 3.6338 3.4860 -2.1838 0.75 -0.21 -0.55
H 1.4999 5.2404 -0.2224 0.07 0.07 -0.20
H 2.0819 3.4318 1.3437 0.15 0.17 -0.30
H 3.7239 1.7344 0.7057 -0.17 -0.20 -0.11
H 4.6194 1.6518 -1.5574 0.22 0.24 -0.30
H 4.0963 3.4815 -3.1612 -0.21 0.24 -0.06
O 5.9641 -5.9154 -1.0082 -0.25 0.42 -0.01
N 5.3750 -4.8751 -1.2377 0.01 0.34 -0.70
O 5.3934 -4.2740 -2.3037 0.15 -0.38 0.48
C 4.5469 -4.2777 -0.1805 -0.39 -0.10 0.71
C 4.2735 -5.0448 0.9414 -0.21 -0.56 0.17
C 3.4140 -4.5783 1.9317 0.01 0.38 -0.20
C 2.8569 -3.3171 1.7938 0.01 0.31 -0.15
C 3.1498 -2.5406 0.6777 -0.13 -0.25 0.34
C 3.9795 -3.0199 -0.3213 -0.35 0.32 -0.45
H 4.6459 -6.0593 0.9932 0.23 0.11 0.02
H 3.1494 -5.1694 2.7971 0.15 -0.22 -0.08
H 2.1524 -2.9155 2.5124 0.07 -0.15 0.17
H 2.6661 -1.5762 0.5928 0.18 0.04 -0.21
H 4.0461 -2.4253 -1.2224 0.50 -0.21 -0.07
O -2.1676 -1.2579 -3.4461 0.50 -0.29 0.39
N -1.8627 -0.0976 -3.2159 -1.29 0.42 0.06
O -2.2380 0.8118 -3.9307 0.79 0.39 0.11
C -1.1775 0.2561 -1.9681 0.01 -0.63 -0.29
C -1.1202 1.5740 -1.5809 0.01 0.51 0.05
C -0.4931 1.8817 -0.3884 0.60 -0.26 0.00
C 0.0849 0.8755 0.3763 0.09 -0.86 -0.01
C 0.0585 -0.4707 -0.0514 -0.70 1.38 -0.09
C -0.6114 -0.7687 -1.2346 0.62 -0.50 0.64
H -1.5333 2.3852 -2.1642 -0.11 -0.27 -0.21
H -0.3813 2.9237 -0.1269 -0.07 -0.26 0.24
H 0.5506 1.0943 1.3300 0.06 0.15 -0.16
H 0.4921 -1.2362 0.5767 -0.02 -0.10 -0.17
H -0.6319 -1.7986 -1.5603 -0.23 0.07 -0.26
O 2.5372 1.3048 2.9654 -0.13 -0.22 -0.44
N 3.5196 1.9003 3.3608 1.37 -1.26 -1.02
O 3.7951 3.0279 3.0571 0.82 0.47 -0.54
C 4.4389 1.1383 4.1922 0.64 -0.54 0.54
C 5.6551 1.6693 4.5993 -0.19 0.98 0.16
C 6.4908 0.9671 5.4509 -0.42 -0.55 -0.40
C 6.1159 -0.3190 5.8527 -0.08 0.75 0.87
C 4.8889 -0.8330 5.4759 0.14 -0.04 -0.36
C 4.0637 -0.1158 4.6226 -0.24 -0.77 0.00
H 5.8606 2.7078 4.3699 0.15 -0.11 -0.26
H 7.4041 1.4213 5.8032 0.05 -0.01 0.01
H 6.6847 -0.8012 6.6381 0.20 -0.27 -0.31
H 4.5519 -1.8005 5.8214 0.08 0.00 0.08
H 3.1415 -0.5950 4.3268 -0.12 0.36 -0.20
O 1.5395 0.2150 6.4244 0.01 0.91 0.25
N 1.4326 -0.9861 6.3802 0.27 -0.44 0.03
O 1.9302 -1.7332 7.1885 0.11 -0.60 0.34
C 0.7119 -1.5411 5.2471 -0.50 1.25 -0.96
C 0.2151 -0.6053 4.3226 -0.26 -1.78 0.13
C -0.4738 -1.1297 3.2446 -1.01 -0.11 -0.70
C -0.6932 -2.4951 3.0526 0.91 0.17 0.49
C -0.1614 -3.3647 3.9893 -0.32 -0.33 -0.31
C 0.5303 -2.8898 5.0888 0.13 -0.83 0.39
H 0.2878 0.4687 4.3618 0.42 -1.45 1.06
H -0.9695 -0.4700 2.5391 0.33 0.23 0.08
H -1.1676 -2.8991 2.1689 -0.28 0.19 0.00
H -0.3135 -4.4283 3.8601 0.09 -0.06 0.12
H 0.9034 -3.6068 5.8076 0.12 0.21 0.14
O 0.2945 3.3958 2.2917 -0.37 0.08 0.46
N 0.6013 2.9084 3.3687 -0.05 0.60 -0.58
O 0.2155 1.8249 3.7438 -0.82 1.97 -0.41
C 1.5354 3.6357 4.1917 0.64 0.74 1.37
C 2.2820 2.9666 5.1648 -0.42 0.02 0.03
C 3.3138 3.6257 5.7997 -0.74 0.02 0.49
C 3.5268 4.9880 5.6007 -0.42 -0.31 1.02
C 2.6787 5.6854 4.7638 -0.06 -0.13 -0.47
C 1.7545 4.9920 3.9876 -0.39 -0.23 -0.38
H 2.2391 1.8940 5.3100 -0.72 0.30 0.19
H 3.8243 3.0225 6.5399 0.47 0.35 -0.05
H 4.2359 5.4877 6.2481 0.14 0.16 -0.28
H 2.7113 6.7631 4.6910 0.25 0.00 -0.15
H 1.2204 5.4779 3.1822 -0.17 0.17 0.21
O -3.8668 3.6619 -4.1800 0.16 0.20 -0.15
N -4.4737 3.9995 -3.1819 0.05 -0.45 -0.42
O -5.6753 4.1429 -3.1315 -0.09 0.02 0.46
C -3.6481 4.2173 -1.9994 0.38 1.34 0.38
C -2.4396 4.8863 -2.1855 0.61 -0.89 -0.14
C -1.6058 5.0963 -1.0976 -0.09 -0.31 -0.03
C -1.9812 4.6512 0.1638 -0.32 0.94 0.16
C -3.2579 4.1449 0.3585 0.17 -0.30 -0.10
C -4.0942 3.9381 -0.7251 -0.49 -0.34 0.06
H -2.0173 5.0574 -3.1671 -0.48 0.25 -0.14
H -0.6302 5.5350 -1.2660 -0.03 0.08 0.03
H -1.3049 4.8082 0.9935 -0.06 -0.15 0.09
H -3.6254 3.8390 1.3284 0.20 0.09 0.11
H -5.0667 3.5012 -0.5425 -0.05 0.08 -0.24
Br -1.2256 -0.8029 -8.1806 0.36 0.24 0.60
C -0.2557 -0.4123 -6.4961 -0.17 -0.67 0.06
C -0.0976 -1.7222 -5.7510 0.39 0.15 0.05
Br 1.1075 -1.4376 -4.2102 -0.11 0.02 -0.20
H -0.8538 0.2891 -5.9248 0.01 0.15 -0.17
H 0.7320 -0.0239 -6.7196 -0.16 0.23 -0.32
H 0.4229 -2.4559 -6.3551 -0.15 -0.12 -0.02
H -1.0192 -2.0991 -5.3263 -0.05 -0.06 -0.13
Br -5.2303 0.8594 -1.7588 0.07 -0.64 0.24
C -5.2181 -1.0742 -1.2778 0.26 0.15 -1.18
C -5.5138 -1.8131 -2.5684 -0.59 0.30 0.05
Br -5.8330 -3.7208 -2.2541 0.26 0.32 0.05
H -5.9875 -1.2126 -0.5306 0.23 -0.04 0.24
H -4.1927 -1.3133 -1.0104 -0.17 0.14 0.68
H -4.7002 -1.6885 -3.2770 -0.02 -0.24 0.07
H -6.4344 -1.4346 -3.0061 0.04 -0.14 -0.12
```
Positions in Å, forces in eV/Å.

As for the HOMO energy: -0.353 Ha. As for the multiplicity: 1. For the total energy, the calculation gives -391416.2138 eV. Its energy above the lowest of the compared OMol25 structures with the same formula, charge and spin is 32.76 kcal/mol.